(1)
Here is a structure of composition C6H6Br15F4NO2S2 from the Open Molecules 2025 dataset. Energies are from the ωB97M-V functional and the def2-TZVPD basis.

Its total charge is 0. As for the largest force on an atom: 0.062 Eh/bohr. The value obtained for the total energy is -1095079.1200 eV.

Positions of all 36 atoms, in Å:
1 O 3.7842 -1.5349 0.3819
2 S 4.3384 -0.3674 0.9417
3 O 5.2335 -0.6565 1.9855
4 F 5.0994 0.4417 -0.1755
5 N 3.1333 0.6121 1.6158
6 S 3.6926 2.2260 1.9659
7 C 1.8785 0.5688 0.8607
8 F 1.2550 -0.5574 1.1697
9 F 2.0199 0.6746 -0.4442
10 F 1.0886 1.5365 1.2876
11 H 4.2156 2.7339 0.8143
12 C 4.7044 6.1898 0.6996
13 Br 4.8862 5.1439 2.3148
14 Br 4.8447 8.0787 1.0536
15 Br 5.9458 5.6160 -0.6605
16 H 3.7082 6.0112 0.3168
17 C -2.3166 -0.7680 1.7295
18 Br -4.0392 -1.2513 1.0078
19 Br -2.2698 1.0772 2.2917
20 Br -1.7726 -1.9601 3.1446
21 H -1.5949 -0.8745 0.9306
22 C 6.8474 5.6317 -4.8598
23 Br 7.0278 7.5511 -4.8967
24 Br 7.8528 4.8494 -3.4104
25 Br 4.9975 5.0864 -4.8185
26 H 7.2709 5.2534 -5.7803
27 C -7.7674 -3.6563 0.3853
28 Br -7.6949 -1.7299 0.4769
29 Br -6.8112 -4.4772 1.8454
30 Br -9.5797 -4.2999 0.2649
31 H -7.2656 -3.9494 -0.5273
32 C -8.4654 -8.7182 -0.3287
33 Br -7.3989 -7.2963 -1.0851
34 Br -9.6478 -8.0787 1.0559
35 Br -9.4211 -9.6938 -1.6905
36 H -7.7796 -9.4125 0.1372

Results of the natural (NBO) charge analysis, in e, for atoms 1 through 6:
1 O -0.88
2 S 2.51
3 O -0.89
4 F -0.46
5 N -0.83
6 S 0.22

(2)
Here is an isolated molecule of C6H6Br2N2O2 from the Open Molecules 2025 dataset. Energies are from the ωB97M-V functional and the def2-TZVPD basis.

Its total charge is 0. As for the largest force on an atom: 0.083 Eh/bohr. The value obtained for the total energy is -153476.0920 eV.

Positions of all 18 atoms, in Å:
1 C 1.9532 0.6932 -1.4861
2 C 1.1154 0.2957 -0.3604
3 C 1.1289 -0.8176 0.3938
4 C 0.1022 -1.1822 1.4551
5 O -1.1689 -1.3383 0.7795
6 C -1.8119 -0.3431 0.2394
7 N -2.8936 -0.4510 -0.4156
8 Br -3.8060 -2.2124 -0.2829
9 N -1.1912 0.9335 0.2507
10 Br -2.4901 2.3338 0.2478
11 C 0.0545 1.3434 -0.0270
12 O 0.2315 2.5733 -0.0733
13 H 3.0455 0.5275 -1.1824
14 H 1.8699 1.7000 -1.6460
15 H 1.7658 0.0858 -2.4104
16 H 1.8382 -1.5802 0.3250
17 H 0.2363 -2.1717 1.8744
18 H 0.0203 -0.3896 2.3186

Results of the natural (NBO) charge analysis, in e, for atoms 1 through 6:
1 C -0.64
2 C -0.04
3 C -0.19
4 C -0.11
5 O -0.48
6 C 0.65

(3)
Here is the ion C6H6Br2N4 with charge +2 from the Open Molecules 2025 dataset. Energies are from the ωB97M-V functional and the def2-TZVPD basis.

Its total charge is +2. As for the largest force on an atom: 0.077 Eh/bohr. The value obtained for the total energy is -152344.1925 eV.

Positions of all 18 atoms, in Å:
1 C -0.0519 -1.7631 -0.4440
2 C 0.3783 -0.4133 0.4830
3 C -0.5837 -0.4605 1.5732
4 N -1.7423 0.0103 1.3429
5 C -2.0834 0.6225 0.2690
6 Br -3.8672 0.8440 -0.2260
7 N -1.1016 1.2404 -0.4756
8 C 0.1601 0.7880 -0.3225
9 N 1.3320 1.2422 -0.7585
10 C 2.3439 0.4552 -0.0554
11 Br 4.1040 0.8764 -0.0644
12 N 1.8065 -0.4307 0.6887
13 H 0.4872 -1.8022 -1.3767
14 H -1.0381 -1.6933 -0.7886
15 H 0.1465 -2.5544 0.1398
16 H -0.3183 -0.7324 2.6749
17 H -1.4692 1.7553 -1.2874
18 H 1.4973 2.0155 -1.3726

Results of the natural (NBO) charge analysis, in e, for atoms 1 through 6:
1 C -0.47
2 C -0.11
3 C 0.35
4 N -0.45
5 C 0.45
6 Br 0.42

(4)
Here is an isolated molecule of C6H6BrN from the Open Molecules 2025 dataset. Energies are from the ωB97M-V functional and the def2-TZVPD basis.

Its total charge is 0. As for the largest force on an atom: 0.085 Eh/bohr. The value obtained for the total energy is -77846.4037 eV.

Positions of all 14 atoms, in Å:
1 C -2.1352 -1.3819 0.7141
2 C -0.5319 0.5834 1.2717
3 C -1.3468 -0.3677 0.8333
4 C 0.3467 1.1769 0.2079
5 C 0.6839 0.3470 -1.0522
6 C 1.5029 -0.8150 -0.7627
7 N -2.7487 -2.3134 0.3054
8 Br 0.8515 -2.4561 -1.3179
9 H -0.6123 1.0878 2.2766
10 H -0.2366 2.1224 -0.0367
11 H 1.2018 1.6920 0.6485
12 H -0.3737 0.0153 -1.4331
13 H 1.1416 1.0218 -1.6874
14 H 2.2568 -0.7126 0.0327

Results of the natural (NBO) charge analysis, in e, for atoms 1 through 6:
1 C 0.11
2 C -0.18
3 C 0.00
4 C -0.43
5 C -0.50
6 C -0.24

(5)
Here is the ion C6H6BrN2O with charge +1 from the Open Molecules 2025 dataset. Energies are from the ωB97M-V functional and the def2-TZVPD basis.

As for the expectation value of S²: 2.007. As for the spin multiplicity: 3. Its total charge is +1. As for the largest force on an atom: 0.184 Eh/bohr. The value obtained for the total energy is -81376.1476 eV.

Positions of all 16 atoms, in Å:
1 C 1.5815 1.2209 -0.3596
2 C 2.3899 0.1586 -0.0498
3 C 0.2843 -0.4777 0.2581
4 C -1.1675 -0.4377 0.5656
5 C -2.1495 -1.2070 -0.4904
6 C -1.0865 1.1091 0.1589
7 N 0.3294 0.7919 -0.1078
8 N 1.4978 -0.9827 0.2540
9 O -2.9917 -1.9554 -0.1419
10 Br 4.1919 -0.0708 -0.0137
11 H 1.7165 2.1684 -0.9028
12 H -1.4473 -0.7334 1.6812
13 H -1.9838 -0.7636 -1.5310
14 H -1.7706 1.3211 -0.7685
15 H -1.1687 1.8559 1.0954
16 H 1.7743 -1.9978 0.3523

Results of the natural (NBO) charge analysis, in e, for atoms 1 through 6:
1 C -0.07
2 C 0.01
3 C 0.41
4 C -0.24
5 C -0.03
6 C -0.20

(6)
Here is a cluster of 2 separate species, C6H6BrNS in total from the Open Molecules 2025 dataset. Energies are from the ωB97M-V functional and the def2-TZVPD basis.

Its total charge is 0. As for the largest force on an atom: 0.083 Eh/bohr. The value obtained for the total energy is -88684.1315 eV.

Positions of all 15 atoms, in Å:
1 C 0.3621 1.1277 -1.8415
2 C -0.5903 -0.3743 1.3663
3 C -0.7476 0.8908 1.7396
4 C -0.1764 -0.4778 -0.0255
5 C -0.2196 0.9251 -0.6181
6 C 1.2254 -1.1260 -0.1112
7 N 0.9853 1.3445 -2.7701
8 S -0.4065 2.1227 0.5428
9 Br -2.4983 0.6659 -2.2379
10 H -0.9121 -1.2799 1.8208
11 H -0.8811 1.1346 2.8819
12 H -0.8278 -1.2260 -0.5637
13 H 1.8544 -0.2588 0.2295
14 H 1.6218 -1.5211 -1.0716
15 H 1.2106 -1.9473 0.6586

Results of the natural (NBO) charge analysis, in e, for atoms 1 through 6:
1 C 0.18
2 C -0.16
3 C -0.40
4 C -0.34
5 C -0.10
6 C -0.59

(7)
Here is an isolated molecule of C6H6ClP from the Open Molecules 2025 dataset. Energies are from the ωB97M-V functional and the def2-TZVPD basis.

Its total charge is 0. As for the largest force on an atom: 0.104 Eh/bohr. The value obtained for the total energy is -28129.1291 eV.

Positions of all 14 atoms, in Å:
1 C -0.8705 -1.3032 -0.9243
2 C 0.2561 -0.5498 -0.4642
3 C 0.1158 0.5230 0.3489
4 C 1.0527 1.3553 0.9454
5 C 2.3954 1.0459 0.8217
6 P 3.0915 -0.3107 0.0135
7 C 1.6802 -0.9676 -0.7740
8 Cl 1.9014 -2.2635 -1.8314
9 H -1.8278 -0.7158 -1.1992
10 H -1.1859 -1.9786 -0.1565
11 H -0.5502 -1.9284 -1.7338
12 H -0.9205 0.6787 0.6416
13 H 0.5553 2.0919 1.5980
14 H 2.9994 1.5765 1.6464

Results of the natural (NBO) charge analysis, in e, for atoms 1 through 6:
1 C -0.66
2 C -0.01
3 C -0.20
4 C -0.19
5 C -0.60
6 P 0.70

(8)
Here is an isolated molecule of C6H6ClP from the Open Molecules 2025 dataset. Energies are from the ωB97M-V functional and the def2-TZVPD basis.

Its total charge is 0. As for the largest force on an atom: 0.061 Eh/bohr. The value obtained for the total energy is -28124.4078 eV.

Positions of all 14 atoms, in Å:
1 C -0.4013 0.0650 0.7516
2 C -0.8196 1.3240 0.5612
3 C 0.6864 -0.8059 0.2847
4 C -0.1104 2.4054 -0.0284
5 C 2.1527 -0.4448 -0.0655
6 C 1.2950 -0.9768 -1.1500
7 P 1.5189 2.7854 -0.2215
8 Cl 3.7430 -1.0363 0.5075
9 H -1.0890 -0.4880 1.4331
10 H -1.8225 1.6445 0.9043
11 H 0.5781 -1.8749 0.7464
12 H -0.7690 3.3318 -0.2488
13 H 1.3666 -1.9777 -1.3431
14 H 0.8867 -0.3687 -1.9090

Results of the natural (NBO) charge analysis, in e, for atoms 1 through 6:
1 C -0.14
2 C -0.27
3 C -0.33
4 C -0.70
5 C 0.06
6 C -0.46

(9)
Here is a structure of composition C6H6CoN2O3 from the Open Molecules 2025 dataset. Energies are from the ωB97M-V functional and the def2-TZVPD basis.

As for the expectation value of S²: 3.767. As for the spin multiplicity: 4. Its total charge is +2. As for the largest force on an atom: 0.219 Eh/bohr. The value obtained for the total energy is -53047.8250 eV.

Positions of all 18 atoms, in Å:
1 O 4.1060 -0.3172 0.4429
2 C 2.9742 -0.2301 0.3207
3 Co -0.0247 0.0029 0.0069
4 C -0.0459 -1.6305 -0.7184
5 C 0.2264 1.4252 -1.0461
6 O -0.0824 -2.7019 -1.1891
7 O 0.3692 2.3629 -1.7326
8 C -5.1954 -0.3872 1.9929
9 N -4.0497 0.5822 2.1052
10 C -4.3856 1.7764 2.9819
11 C -2.8957 0.4168 1.5049
12 N -1.8471 0.2672 0.9641
13 H -6.0987 -0.0967 2.5772
14 H -4.8677 -1.3767 2.3770
15 H -5.4985 -0.5050 0.9458
16 H -3.6659 1.8205 3.8135
17 H -4.2843 2.6949 2.3841
18 H -5.4029 1.7795 3.4239

Results of the natural (NBO) charge analysis, in e, for atoms 1 through 6:
1 O -0.35
2 C 0.43
3 Co 1.30
4 C 0.42
5 C 0.42
6 O -0.23

(10)
Here is a structure of composition C6H6F6PV from the Open Molecules 2025 dataset. Energies are from the ωB97M-V functional and the def2-TZVPD basis.

As for the expectation value of S²: 0.783. As for the spin multiplicity: 2. Its total charge is +3. As for the largest force on an atom: 0.054 Eh/bohr. The value obtained for the total energy is -57564.9203 eV.

Positions of all 20 atoms, in Å:
1 V 0.0201 -0.3628 0.0152
2 C 1.2215 -2.2162 0.7041
3 C 1.3634 -2.0544 -0.7011
4 C 0.2097 -1.9718 -1.5339
5 C -1.0913 -2.0642 -0.9515
6 C -1.2293 -2.2343 0.4557
7 C -0.0773 -2.3139 1.2852
8 H 2.1046 -2.3881 1.3248
9 H 2.3569 -2.1029 -1.1544
10 H 0.3212 -1.9612 -2.6215
11 H -1.9723 -2.1221 -1.5964
12 H -2.2169 -2.4174 0.8868
13 H -0.1827 -2.5660 2.3434
14 F -0.0462 1.2089 0.0186
15 P -0.1318 4.3129 0.2574
16 F -0.1741 5.8031 0.3685
17 F -0.9109 3.9369 -1.0735
18 F -1.4182 3.7669 1.0121
19 F 1.1809 3.9582 -0.5623
20 F 0.6729 3.7883 1.5228

Results of the natural (NBO) charge analysis, in e, for atoms 1 through 6:
1 V 1.93
2 C -0.15
3 C -0.16
4 C -0.16
5 C -0.17
6 C -0.16

(11)
Here is a structure of composition C6H6HgO5 from the Open Molecules 2025 dataset. Energies are from the ωB97M-V functional and the def2-TZVPD basis.

Its total charge is +2. As for the largest force on an atom: 0.105 Eh/bohr. The value obtained for the total energy is -20707.8258 eV.

Positions of all 18 atoms, in Å:
1 O -0.0430 -3.7787 -0.4055
2 C -0.2260 -2.6919 -0.7498
3 Hg 1.2327 0.1610 0.2014
4 O -4.3613 -0.2118 -2.1464
5 C -3.2527 -0.0553 -1.9168
6 C 2.8053 0.2019 -1.7598
7 O 3.8872 -0.0718 -2.0604
8 C -0.1086 2.7556 -0.4701
9 O -0.1507 3.7284 0.1642
10 C -0.2936 -0.0327 4.5849
11 C 0.4501 -0.4970 3.3575
12 O -0.3682 -0.5713 2.1758
13 H -0.8655 0.8774 4.4136
14 H 0.4744 0.1542 5.3313
15 H -1.0172 -0.7780 4.8976
16 H 1.2304 0.2209 3.0982
17 H 0.9994 -1.4454 3.4516
18 H -1.2559 -0.8541 2.4898

Results of the natural (NBO) charge analysis, in e, for atoms 1 through 6:
1 O -0.40
2 C 0.47
3 Hg 1.47
4 O -0.44
5 C 0.45
6 C 0.47

(12)
Here is a structure of composition C6H6INO from the Open Molecules 2025 dataset. Energies are from the ωB97M-V functional and the def2-TZVPD basis.

Its total charge is 0. As for the largest force on an atom: 0.118 Eh/bohr. The value obtained for the total energy is -17954.3835 eV.

Positions of all 15 atoms, in Å:
1 C -1.9521 -0.0553 -0.2824
2 C -1.5343 0.8446 -1.2675
3 C -0.7920 -0.5660 0.3423
4 C -0.1779 0.7697 -1.2074
5 C 1.1318 1.5697 -2.5441
6 C 1.6392 -0.2956 0.2228
7 N 0.2934 0.0095 -0.2042
8 O 2.2612 1.4247 -2.2926
9 I 0.3116 2.4876 -4.1828
10 H -3.0074 -0.1115 -0.0004
11 H -2.0731 1.3714 -2.0710
12 H -0.6263 -1.0035 1.3214
13 H 2.1782 -0.1718 -0.6210
14 H 2.0954 0.3180 1.0042
15 H 1.4975 -1.3906 0.6616

Results of the natural (NBO) charge analysis, in e, for atoms 1 through 6:
1 C -0.30
2 C -0.34
3 C -0.07
4 C 0.14
5 C 0.39
6 C -0.38

(13)
Here is a structure of composition C6H6MgO2Tl from the Open Molecules 2025 dataset. Energies are from the ωB97M-V functional and the def2-TZVPD basis.

As for the expectation value of S²: 0.751. As for the spin multiplicity: 2. Its total charge is +2. As for the largest force on an atom: 0.102 Eh/bohr. The value obtained for the total energy is -20531.1858 eV.

Positions of all 16 atoms, in Å:
1 C -0.0624 -0.8111 2.2823
2 C 0.6236 -0.5014 1.1778
3 C 0.6445 0.8130 0.4397
4 H 0.0792 -1.7863 2.7504
5 H -0.7506 -0.1198 2.7759
6 H 1.3224 -1.2193 0.7396
7 H 1.5723 1.3450 0.7225
8 C -0.4046 1.7298 0.7534
9 O -1.1793 2.5024 1.0170
10 O -1.0231 -0.7535 -1.7656
11 C -0.1076 0.1113 -2.0420
12 C 0.7600 0.7956 -1.2787
13 Tl -2.3155 -1.1732 -0.0586
14 Mg -1.3066 -2.4172 -3.0759
15 H 0.8490 -0.1503 -2.7254
16 H 1.2986 1.6351 -1.7124

Results of the natural (NBO) charge analysis, in e, for atoms 1 through 6:
1 C -0.35
2 C -0.23
3 C -0.52
4 H 0.26
5 H 0.22
6 H 0.26

(14)
Here is the ion C6H6N with charge +1 from the Open Molecules 2025 dataset. Energies are from the ωB97M-V functional and the def2-TZVPD basis.

Its total charge is +1. As for the largest force on an atom: 0.174 Eh/bohr. The value obtained for the total energy is -7796.0027 eV.

Positions of all 13 atoms, in Å:
1 C -3.1080 -2.6393 1.1536
2 C -2.1658 -1.7744 0.9585
3 C -1.2102 -1.0140 0.7342
4 N -0.4331 -0.1001 0.4259
5 C 0.2839 0.7977 -0.1922
6 C 1.2560 1.6745 -0.9525
7 C 2.6956 1.7700 -0.7201
8 H -3.1295 -3.4110 1.9255
9 H -3.9861 -2.6468 0.5728
10 H 0.6974 1.8032 -1.8091
11 H 2.9607 1.8176 0.3085
12 H 3.0824 2.7359 -1.0683
13 H 3.0567 0.9867 -1.3367

Results of the natural (NBO) charge analysis, in e, for atoms 1 through 6:
1 C -0.20
2 C -0.03
3 C 0.36
4 N -0.35
5 C 0.42
6 C -0.08